No. 1
Here is the molecule C4H8O from the Open Molecules 2025 dataset. Energies are from ωB97M-V/def2-TZVPD.

Geometry (Å):
C  -1.293  0.334  0.392
C  0.005  0.140  -0.411
C  0.539  -1.283  -0.272
C  1.010  1.156  0.097
O  1.765  0.948  1.018
H  -2.052  -0.386  0.069
H  -1.098  0.170  1.458
H  -1.708  1.341  0.271
H  -0.202  0.369  -1.466
H  1.425  -1.441  -0.895
H  -0.223  -2.011  -0.570
H  0.822  -1.483  0.765
H  1.000  2.149  -0.405

total charge: 0
lowest unoccupied orbital energy: 1.0 eV
E: -6324.9042 eV
structure (SMILES): CC(C)C=O
gap between HOMO and LUMO: 10.8 eV

***

No. 2
Here is the ion C3H2BrCl2O2 with charge -1 in a non-equilibrium geometry from the Open Molecules 2025 dataset. Energies are from ωB97M-V/def2-TZVPD.

Geometry (Å):
O  3.239  -1.479  1.239
C  2.154  -0.954  1.268
O  1.393  -0.504  2.101
C  1.438  -0.480  -0.201
Cl  2.132  1.177  -0.403
Cl  2.024  -1.374  -1.549
C  -0.030  -0.406  -0.007
Br  -0.835  -2.102  -0.027
H  -0.072  0.120  0.904
H  -0.364  0.321  -0.807

total charge: -1
lowest unoccupied orbital energy: 3.2 eV
E: -102327.5197 eV
structure (SMILES): O=C([O-])C(Cl)(Cl)CBr
gap between HOMO and LUMO: 7.7 eV

***

No. 3
Here is a structure of composition CH2I3P in a non-equilibrium geometry from the Open Molecules 2025 dataset. Energies are from ωB97M-V/def2-TZVPD.

Geometry (Å):
C  0.540  -0.139  -1.021
P  -1.343  0.425  2.069
I  0.509  -1.981  -2.028
I  -0.955  1.271  -1.730
I  2.442  0.711  -0.866
H  0.117  0.655  1.690
H  -1.309  -0.943  1.885

total charge: 0
lowest unoccupied orbital energy (alpha / beta): -1.9 / -1.3 eV
E: -34655.9912 eV
gap between HOMO and LUMO (alpha / beta): 6.8 / 7.4 eV

***

No. 4
Here is the molecule C2ClNO2S in a non-equilibrium geometry from the Open Molecules 2025 dataset. Energies are from ωB97M-V/def2-TZVPD.

Geometry (Å):
C  1.545  0.368  -0.542
C  0.705  -0.207  0.385
N  2.252  1.045  -1.156
O  -2.178  -0.811  0.801
O  -1.816  1.354  -0.312
S  -1.472  -0.031  -0.178
Cl  0.965  -1.719  1.001

total charge: 0
lowest unoccupied orbital energy (alpha / beta): -0.4 / -3.6 eV
2S+1: 3
E: -31012.0469 eV
gap between HOMO and LUMO (alpha / beta): 9.3 / 8.4 eV

***

No. 5
Here is the molecule C6H8 in a non-equilibrium geometry from the Open Molecules 2025 dataset. Energies are from ωB97M-V/def2-TZVPD.

Geometry (Å):
C  0.227  -1.503  0.467
C  1.131  -0.433  0.220
C  2.237  0.247  0.432
C  -0.782  -1.390  -0.552
C  -0.263  0.005  -0.447
C  -1.180  0.948  0.306
H  1.957  1.320  0.442
H  3.290  -0.061  0.603
H  -0.623  -1.737  -1.547
H  -1.767  -1.524  -0.075
H  0.000  0.434  -1.442
H  -0.913  1.943  0.032
H  -1.081  1.016  1.444
H  -2.233  0.734  0.117

total charge: 0
lowest unoccupied orbital energy: 0.1 eV
E: -6346.0164 eV
gap between HOMO and LUMO: 7.6 eV

***

No. 6
Here is the molecule C3H6N4O in a non-equilibrium geometry from the Open Molecules 2025 dataset. Energies are from ωB97M-V/def2-TZVPD.

Geometry (Å):
H  -2.426  1.917  0.058
N  -1.349  2.091  0.100
C  -0.561  0.902  -0.130
O  0.673  1.092  -0.176
C  1.443  -0.090  -0.069
N  2.810  0.240  0.161
C  0.429  -1.088  -0.231
N  -0.849  -0.490  0.028
N  -2.106  -1.015  -0.024
H  3.408  0.841  -0.529
H  3.331  -0.860  0.513
H  0.304  -2.108  0.007
H  -2.449  -0.951  1.106
H  -2.658  -0.482  -0.814

total charge: 0
lowest unoccupied orbital energy: 0.4 eV
E: -11210.5175 eV
structure (SMILES): [H]/N=c1/oc(N)cn1N
gap between HOMO and LUMO: 7.9 eV

***

No. 7
Here is a cluster of 13 separate species, C48H84F4O21 in total in a non-equilibrium geometry from the Open Molecules 2025 dataset. Energies are from ωB97M-V/def2-TZVPD.

Geometry (Å):
C  -2.531  4.362  -2.990
C  -3.034  3.345  -2.018
C  -1.858  3.034  -1.053
O  -0.937  3.989  -1.441
C  -1.561  5.045  -2.059
H  -3.308  4.981  -3.366
H  -1.978  3.854  -3.732
H  -3.475  2.500  -2.427
H  -3.776  3.855  -1.360
H  -1.381  2.046  -1.173
H  -2.176  3.284  0.007
H  -0.833  5.633  -2.603
H  -2.102  5.651  -1.357
C  -0.930  5.725  2.611
C  -0.786  4.506  3.478
C  -1.592  3.434  2.861
O  -2.652  4.178  2.159
C  -2.418  5.571  2.246
H  -0.390  5.661  1.660
H  -0.636  6.671  3.137
H  -1.171  4.834  4.482
H  0.231  4.189  3.642
H  -2.045  2.690  3.530
H  -1.176  2.865  2.021
H  -2.962  6.075  3.062
H  -2.733  6.031  1.238
C  0.445  -2.279  -4.917
C  -0.040  -3.422  -4.020
C  1.091  -3.577  -2.988
O  1.837  -2.347  -3.014
C  1.765  -1.859  -4.322
H  -0.248  -1.457  -4.894
H  0.403  -2.522  -5.942
H  -0.106  -4.381  -4.529
H  -0.944  -3.175  -3.439
H  1.841  -4.349  -3.200
H  0.709  -3.787  -2.030
H  2.598  -2.247  -4.961
H  1.943  -0.815  -4.344
C  -3.055  -1.227  -5.403
C  -2.822  -0.170  -6.524
C  -1.568  0.623  -5.968
O  -1.747  0.590  -4.561
C  -2.697  -0.433  -4.197
H  -2.367  -2.024  -5.565
H  -4.127  -1.477  -5.423
H  -3.626  0.518  -6.630
H  -2.453  -0.627  -7.472
H  -1.493  1.700  -6.261
H  -0.638  0.072  -6.199
H  -3.589  0.013  -3.764
H  -2.230  -1.175  -3.498
C  4.832  -3.984  1.813
C  3.381  -4.416  1.522
C  2.876  -3.410  0.554
O  3.686  -2.302  0.656
C  5.006  -2.889  0.766
H  5.599  -4.720  1.595
H  4.936  -3.591  2.808
H  2.761  -4.271  2.415
H  3.300  -5.532  1.327
H  1.849  -3.148  0.672
H  3.058  -3.857  -0.480
H  5.803  -2.140  1.007
H  5.328  -3.276  -0.188
C  -5.163  -0.369  1.426
C  -4.723  0.773  2.401
C  -5.291  2.084  1.722
O  -5.238  1.793  0.339
C  -5.479  0.386  0.085
H  -6.088  -0.838  1.828
H  -4.418  -1.150  1.238
H  -3.671  0.939  2.507
H  -5.127  0.574  3.423
H  -4.640  2.923  1.874
H  -6.292  2.295  2.014
H  -4.826  0.043  -0.755
H  -6.542  0.246  -0.223
C  1.296  -0.691  5.886
C  2.628  -0.818  5.154
C  2.228  -1.304  3.731
O  1.050  -2.122  3.977
C  0.336  -1.449  4.927
H  1.044  0.374  5.828
H  1.255  -1.133  6.873
H  3.207  -1.621  5.551
H  3.344  -0.030  5.136
H  2.955  -1.978  3.305
H  1.909  -0.428  3.086
H  -0.302  -2.112  5.510
H  -0.312  -0.687  4.363
C  -5.151  -4.519  -1.341
C  -3.924  -4.891  -2.148
C  -2.780  -4.609  -1.244
O  -3.221  -3.573  -0.400
C  -4.689  -3.322  -0.520
H  -5.395  -5.271  -0.605
H  -6.025  -4.359  -1.960
H  -3.882  -4.254  -3.088
H  -3.935  -5.885  -2.576
H  -1.875  -4.306  -1.801
H  -2.545  -5.439  -0.577
H  -4.875  -2.400  -1.002
H  -4.974  -3.428  0.440
C  0.328  -1.096  -0.533
C  -0.245  -0.240  0.562
C  0.629  1.004  0.523
O  1.015  1.126  -0.867
C  0.736  -0.084  -1.595
H  -0.396  -1.802  -0.920
H  1.269  -1.614  -0.162
H  -0.378  -0.775  1.549
H  -1.257  0.126  0.276
H  1.520  1.067  1.101
H  0.060  1.876  0.891
H  1.663  -0.449  -1.948
H  0.034  0.099  -2.461
C  5.732  3.369  3.191
C  5.495  1.898  3.556
O  4.233  1.658  3.092
C  3.544  2.866  2.997
O  2.394  2.869  2.798
O  4.392  3.911  3.210
F  5.454  1.720  4.927
H  6.085  3.432  2.169
H  6.328  3.898  3.927
H  6.150  1.145  3.140
C  1.997  4.440  0.064
C  2.063  4.605  -1.485
O  3.451  4.529  -1.782
C  4.201  4.596  -0.539
O  5.381  4.446  -0.453
O  3.347  4.758  0.503
F  1.738  5.930  -1.720
H  1.682  3.414  0.355
H  1.383  5.186  0.481
H  1.430  3.984  -2.079
C  3.878  0.863  -0.900
C  4.807  0.166  -1.802
O  5.922  -0.134  -0.960
C  5.901  0.808  0.027
O  6.767  0.944  0.842
O  4.685  1.246  0.169
F  5.172  0.989  -2.858
H  3.039  0.258  -0.572
H  3.458  1.747  -1.341
H  4.495  -0.690  -2.307
C  -1.437  -3.471  2.412
C  -1.754  -4.905  2.841
O  -0.870  -5.638  2.138
C  -0.355  -4.906  1.138
O  0.226  -5.422  0.187
O  -0.682  -3.665  1.160
F  -3.002  -5.288  2.465
H  -0.731  -3.008  3.134
H  -2.270  -2.816  2.216
H  -1.660  -5.051  3.903

total charge: 0
lowest unoccupied orbital energy: 0.4 eV
E: -105000.3548 eV
gap between HOMO and LUMO: 9.8 eV